(1)
95
Properties=species:S:1:pos:R:3:lowdin_charge:R:1 method="wB97M-V/def2-TZVPD" e_above_lowest_kcal_mol=0.0 total_energy_ev=-132467.5894 charge=-1 gap_ev="6.421 / 7.018" spin_multiplicity=6 homo_energy_ha="-0.149 / -0.171"
Mn -0.225 -0.968 0.733 0.820
Cl 3.003 -0.923 -0.821 0.750
C 3.510 0.617 -0.187 -0.668
C 4.824 0.735 0.232 -0.113
C 5.272 1.944 0.734 -0.083
C 4.407 3.025 0.805 -0.081
C 3.096 2.892 0.374 -0.067
C 2.613 1.684 -0.128 -0.380
P 0.869 1.444 -0.649 1.106
C 0.964 1.610 -2.462 -0.379
C -0.238 1.599 -3.168 -0.112
C -0.236 1.676 -4.552 -0.073
C 0.964 1.752 -5.245 -0.089
C 2.164 1.757 -4.548 -0.084
C 2.164 1.691 -3.162 -0.086
C 0.148 3.048 -0.149 -0.378
C -0.069 3.221 1.215 -0.132
C -0.600 4.403 1.703 -0.070
C -0.929 5.428 0.825 -0.090
C -0.717 5.263 -0.537 -0.086
C -0.175 4.080 -1.023 -0.077
H 5.474 -0.127 0.179 0.105
H 6.296 2.035 1.075 0.101
H 4.749 3.975 1.195 0.100
H 2.432 3.743 0.435 0.101
H -1.184 1.509 -2.643 0.102
H -1.180 1.655 -5.082 0.101
H 0.964 1.799 -6.327 0.097
H 3.105 1.808 -5.082 0.099
H 3.106 1.693 -2.628 0.096
H 0.155 2.425 1.909 0.072
H -0.777 4.503 2.766 0.107
H -1.357 6.350 1.200 0.097
H -0.975 6.056 -1.228 0.098
H -0.013 3.964 -2.087 0.099
C 0.172 -1.985 -2.689 -0.067
C -1.281 -2.201 -3.111 -0.353
C -1.825 -3.529 -2.586 -0.048
C -2.221 -1.062 -2.763 -0.150
C -2.916 -0.452 -3.800 -0.085
C -3.849 0.549 -3.577 -0.121
C -4.129 0.901 -2.265 -0.064
C -3.484 0.304 -1.189 -0.143
C -3.923 0.682 0.213 -0.366
C -4.330 -0.520 1.069 -0.059
C -2.901 1.561 0.922 -0.059
C -2.467 -0.657 -1.425 -0.300
O -1.818 -1.216 -0.418 -0.233
H 0.803 -2.780 -3.096 0.081
H 0.281 -2.020 -1.605 0.023
H 0.551 -1.029 -3.051 0.059
H -1.280 -2.257 -4.207 0.122
H -1.930 -3.490 -1.503 0.068
H -1.150 -4.353 -2.829 0.073
H -2.805 -3.739 -3.021 0.081
H -2.708 -0.777 -4.815 0.105
H -4.368 1.019 -4.402 0.086
H -4.889 1.649 -2.059 0.102
H -4.823 1.296 0.085 0.121
H -3.479 -1.165 1.270 0.062
H -5.093 -1.113 0.561 0.080
H -4.737 -0.178 2.024 0.076
H -1.964 1.028 1.096 0.036
H -3.260 1.883 1.902 0.083
H -2.674 2.446 0.326 0.079
Cl 0.292 -7.773 -2.269 0.591
C 0.393 -6.362 -1.234 -0.702
C -0.627 -6.090 -0.340 -0.134
C -0.541 -4.968 0.468 -0.063
C 0.553 -4.092 0.418 -0.326
C 0.631 -2.889 1.268 -0.211
C 1.560 -4.407 -0.504 -0.074
C 1.490 -5.523 -1.323 -0.129
H -1.486 -6.746 -0.282 0.099
H -1.349 -4.753 1.158 0.113
H 1.659 -2.727 1.613 0.032
H 0.033 -2.991 2.177 0.035
H 2.422 -3.753 -0.579 0.081
H 2.282 -5.740 -2.028 0.097
O 2.711 -0.401 2.409 0.050
C 1.727 -0.163 3.082 -0.507
N 0.444 -0.059 2.621 -0.147
S -0.619 0.312 3.792 0.607
O -1.597 -0.736 3.924 -0.300
O -1.128 1.655 3.678 -0.310
C 0.547 0.255 5.123 -0.210
C 0.357 0.445 6.477 -0.036
C 1.480 0.367 7.292 -0.079
C 2.740 0.111 6.753 -0.075
C 2.908 -0.072 5.387 -0.003
C 1.788 0.003 4.580 -0.125
H -0.625 0.644 6.885 0.119
H 1.375 0.504 8.361 0.100
H 3.596 0.055 7.413 0.099
H 3.876 -0.270 4.946 0.120

***

(2)
104
Properties=species:S:1:pos:R:3:lowdin_charge:R:1 method="wB97M-V/def2-TZVPD" e_above_lowest_kcal_mol=0.0 total_energy_ev=-91638.8041 charge=+2 gap_ev=6.431 homo_energy_ha=-0.497
Mo -0.361 0.007 0.115 1.846
C -0.950 -1.922 3.913 0.017
C -0.278 -1.747 2.593 -0.402
O -0.790 -0.819 1.820 -0.241
C 0.799 -2.501 2.221 -0.003
C 1.530 -2.336 1.023 -0.278
C 2.671 -3.249 0.721 0.011
N 1.208 -1.399 0.147 -0.104
N 1.944 -1.378 -1.024 0.106
C 1.198 -0.926 -1.976 -0.376
O -0.083 -0.623 -1.721 -0.219
C 1.676 -0.735 -3.346 -0.166
C 3.047 -0.700 -3.603 -0.016
C 3.498 -0.513 -4.897 -0.053
C 2.587 -0.369 -5.937 -0.050
C 1.222 -0.409 -5.682 -0.056
C 0.761 -0.586 -4.388 -0.022
H -1.018 -0.959 4.422 0.101
H -1.967 -2.288 3.761 0.093
H -0.414 -2.627 4.541 0.098
H 1.145 -3.261 2.905 0.133
H 2.854 -3.924 1.552 0.094
H 2.455 -3.826 -0.179 0.107
H 3.571 -2.671 0.505 0.092
H 3.745 -0.817 -2.784 0.114
H 4.560 -0.486 -5.101 0.115
H 2.942 -0.231 -6.949 0.116
H 0.517 -0.312 -6.497 0.112
H -0.301 -0.625 -4.185 0.109
C -4.179 -1.342 1.638 -0.154
Si -3.400 -1.370 -0.050 0.419
C -4.711 -1.236 -1.354 -0.156
C -2.310 -2.849 -0.348 -0.156
N -2.314 0.067 -0.178 -0.373
P -2.447 1.626 -0.729 0.799
C -0.766 1.863 -0.550 -0.486
P 0.418 2.660 0.380 0.773
N 1.056 1.231 0.938 -0.361
Si 2.676 1.134 1.743 0.413
C 3.127 2.852 2.316 -0.151
C 2.546 0.069 3.271 -0.147
C 4.008 0.588 0.575 -0.151
C 1.558 3.576 -0.642 -0.304
C 2.023 4.844 -0.303 -0.085
C 2.921 5.490 -1.140 -0.045
C 3.357 4.870 -2.302 -0.040
C 2.896 3.603 -2.642 -0.049
C 1.991 2.957 -1.818 -0.074
C -0.270 3.680 1.671 -0.308
C -0.325 3.202 2.979 -0.088
C -0.948 3.958 3.960 -0.054
C -1.529 5.175 3.632 -0.050
C -1.495 5.640 2.324 -0.053
C -0.867 4.896 1.338 -0.081
C -3.496 2.620 0.310 -0.294
C -3.610 2.298 1.664 -0.079
C -4.352 3.115 2.500 -0.056
C -4.969 4.252 1.994 -0.047
C -4.838 4.585 0.654 -0.050
C -4.097 3.775 -0.192 -0.072
C -2.973 1.745 -2.423 -0.296
C -4.323 1.804 -2.773 -0.096
C -4.682 1.853 -4.109 -0.045
C -3.701 1.849 -5.093 -0.038
C -2.357 1.797 -4.747 -0.053
C -1.988 1.744 -3.413 -0.072
H -4.615 -2.318 1.864 0.052
H -4.986 -0.608 1.673 0.041
H -3.463 -1.098 2.424 0.009
H -5.321 -2.143 -1.299 0.053
H -4.314 -1.164 -2.367 0.043
H -5.383 -0.396 -1.176 0.032
H -2.918 -3.757 -0.358 0.053
H -1.541 -2.992 0.416 0.017
H -1.820 -2.776 -1.322 0.037
H 2.407 3.335 2.977 0.034
H 3.369 3.526 1.497 0.025
H 4.047 2.719 2.896 0.056
H 1.557 0.128 3.732 0.028
H 3.262 0.452 4.003 0.050
H 2.787 -0.980 3.113 0.027
H 4.250 1.416 -0.098 0.039
H 3.770 -0.278 -0.039 -0.004
H 4.909 0.361 1.150 0.053
H 1.698 5.324 0.612 0.110
H 3.282 6.476 -0.881 0.119
H 4.059 5.377 -2.951 0.119
H 3.234 3.121 -3.550 0.114
H 1.620 1.975 -2.093 0.092
H 0.124 2.249 3.232 0.093
H -0.973 3.599 4.980 0.117
H -2.009 5.767 4.400 0.119
H -1.952 6.587 2.070 0.120
H -0.837 5.267 0.320 0.120
H -3.127 1.412 2.057 0.096
H -4.452 2.862 3.547 0.118
H -5.555 4.883 2.649 0.119
H -5.317 5.473 0.264 0.119
H -3.993 4.039 -1.237 0.112
H -5.090 1.815 -2.009 0.109
H -5.727 1.901 -4.385 0.120
H -3.990 1.895 -6.134 0.120
H -1.594 1.807 -5.514 0.112
H -0.943 1.709 -3.133 0.088

***

(3)
75
Properties=species:S:1:pos:R:3:lowdin_charge:R:1 method="wB97M-V/def2-TZVPD" total_energy_ev=-56114.3809 charge=-1 gap_ev=5.408 homo_energy_ha=-0.135
O 8.026 2.185 -4.283 -0.103
C 7.170 1.697 -5.055 -0.775
O 7.314 1.490 -6.274 -0.091
C 5.832 1.295 -4.402 -0.148
C 4.600 1.789 -5.168 -0.202
C 3.422 0.793 -5.047 -0.202
C 2.099 1.453 -4.699 -0.266
O 1.119 0.446 -4.367 -0.107
H 5.811 1.718 -3.399 0.098
H 5.817 0.208 -4.301 0.100
H 4.830 1.900 -6.226 0.098
H 4.313 2.770 -4.783 0.105
H 3.604 0.052 -4.269 0.103
H 3.332 0.260 -5.997 0.108
H 2.227 2.015 -3.775 0.108
H 1.727 2.084 -5.509 0.115
H 0.788 0.076 -5.189 0.072
O 1.887 3.476 -0.030 -0.279
P 0.447 3.393 0.358 0.664
N 0.022 1.787 -0.057 -0.334
C -0.233 1.341 -1.418 -0.098
C 0.740 0.784 0.711 -0.142
N -0.170 4.648 -0.662 -0.318
C -1.164 4.460 -1.692 -0.143
C 0.780 5.683 -1.053 -0.143
N -0.856 3.557 1.433 -0.319
C -1.982 2.658 1.595 -0.110
C -1.041 4.859 2.059 -0.131
H -0.831 0.426 -1.386 0.087
H 0.684 1.147 -1.981 0.073
H -0.828 2.051 -1.986 0.049
H 0.547 0.923 1.783 0.072
H 1.824 0.834 0.551 0.082
H 0.404 -0.222 0.455 0.076
H -0.736 4.038 -2.611 0.080
H -1.619 5.422 -1.951 0.077
H -1.986 3.823 -1.356 0.070
H 1.401 5.383 -1.906 0.085
H 1.444 5.933 -0.230 0.067
H 0.237 6.595 -1.320 0.077
H -2.625 2.647 0.710 0.079
H -2.587 2.979 2.447 0.078
H -1.675 1.638 1.814 0.056
H -1.801 5.446 1.532 0.083
H -0.113 5.429 2.056 0.075
H -1.343 4.752 3.105 0.076
O -2.763 -3.857 0.653 -0.287
P -2.620 -4.192 2.103 0.663
N -2.807 -2.662 2.863 -0.339
C -1.769 -1.653 2.901 -0.116
C -4.123 -2.077 2.668 -0.140
N -1.026 -4.854 2.067 -0.318
C 0.104 -4.327 2.800 -0.139
C -0.589 -5.414 0.792 -0.140
N -3.000 -5.043 3.517 -0.320
C -3.127 -4.512 4.860 -0.110
C -2.909 -6.497 3.460 -0.127
H -1.972 -0.961 3.724 0.084
H -1.700 -1.086 1.961 0.079
H -0.786 -2.064 3.115 0.048
H -4.899 -2.744 3.061 0.074
H -4.342 -1.892 1.609 0.079
H -4.207 -1.134 3.209 0.080
H 0.546 -3.451 2.307 0.080
H 0.884 -5.089 2.880 0.081
H -0.162 -4.064 3.826 0.072
H -0.216 -4.647 0.102 0.086
H -1.403 -5.940 0.300 0.067
H 0.207 -6.142 0.968 0.080
H -2.169 -4.159 5.251 0.079
H -3.495 -5.293 5.529 0.079
H -3.849 -3.702 4.924 0.067
H -1.956 -6.848 3.870 0.085
H -2.985 -6.853 2.433 0.075
H -3.725 -6.963 4.018 0.077

***

(4)
91
Properties=species:S:1:pos:R:3:lowdin_charge:R:1 method="wB97M-V/def2-TZVPD" total_energy_ev=-135898.5810 charge=+2 gap_ev="8.137 / 7.836" spin_multiplicity=2 homo_energy_ha="-0.492 / -0.480"
Mn 0.892 -0.610 -0.042 0.102
C 2.992 -2.778 1.911 -0.218
P 2.513 -1.046 1.625 0.864
C 4.156 -0.269 1.523 -0.210
C 1.861 -0.441 3.213 -0.380
C 2.290 -0.902 4.454 -0.069
C 1.737 -0.388 5.618 -0.057
C 0.761 0.598 5.547 -0.056
C 0.345 1.079 4.314 -0.070
C 0.890 0.563 3.143 -0.400
P 0.489 1.176 1.476 0.821
C -1.224 1.785 1.537 -0.239
C 1.407 2.757 1.454 -0.220
H 3.706 -2.889 2.729 0.053
H 3.459 -3.156 1.000 0.057
H 2.115 -3.381 2.126 0.010
H 4.756 -0.578 2.381 0.062
H 4.070 0.816 1.537 0.038
H 4.668 -0.561 0.607 0.052
H 3.054 -1.667 4.526 0.106
H 2.073 -0.748 6.581 0.115
H 0.333 1.003 6.454 0.116
H -0.406 1.859 4.274 0.110
H -1.314 2.625 2.226 0.053
H -1.909 0.992 1.831 0.018
H -1.501 2.135 0.541 0.039
H 1.130 3.362 2.319 0.062
H 1.186 3.328 0.551 0.051
H 2.476 2.569 1.508 0.028
N 3.716 -1.153 -3.048 0.206
C 4.269 0.071 -2.708 -0.165
C 5.352 0.772 -3.229 0.009
C 5.611 2.004 -2.672 -0.052
C 4.817 2.526 -1.637 -0.045
C 3.751 1.819 -1.124 -0.036
C 3.481 0.563 -1.664 -0.216
N 2.476 -0.365 -1.373 0.072
C 2.660 -1.346 -2.234 -0.242
C 1.716 -2.446 -2.232 -0.286
C 1.570 -3.523 -3.050 -0.293
S 0.189 -4.406 -2.577 1.128
C -0.103 -3.297 -1.329 -0.474
N 0.765 -2.322 -1.244 -0.038
H 4.042 -1.779 -3.764 0.178
H 5.956 0.381 -4.036 0.122
H 6.438 2.590 -3.047 0.117
H 5.050 3.505 -1.242 0.117
H 3.141 2.227 -0.336 0.069
H 2.173 -3.825 -3.889 0.090
H -0.949 -3.380 -0.665 0.059
C -8.142 2.211 -2.147 -0.103
C -6.743 2.804 -2.038 -0.295
S -5.532 1.605 -2.541 0.644
O -5.267 0.704 -1.438 -0.323
O -5.898 1.056 -3.820 -0.288
C -4.021 2.530 -2.789 -0.202
C -3.005 1.608 -3.472 -0.117
N -1.763 1.457 -2.701 0.066
C -1.428 0.368 -1.966 -0.269
N -0.196 0.492 -1.466 0.028
C 0.274 1.706 -1.886 -0.034
C -0.682 2.303 -2.639 -0.123
N -0.628 3.622 -3.208 -0.325
O -1.590 4.002 -3.846 0.109
O 0.409 4.227 -3.047 0.120
C -2.331 -0.796 -1.784 0.019
H -8.862 2.945 -1.789 0.087
H -8.240 1.314 -1.538 0.085
H -8.377 1.961 -3.179 0.082
H -6.495 3.076 -1.012 0.108
H -6.621 3.675 -2.682 0.108
H -3.676 2.841 -1.803 0.113
H -4.219 3.412 -3.393 0.109
H -2.752 1.991 -4.455 0.136
H -3.395 0.602 -3.610 0.116
H 1.256 2.077 -1.663 0.101
H -2.166 -1.538 -2.567 0.103
H -3.379 -0.500 -1.792 0.066
H -2.129 -1.257 -0.819 0.013
S -0.951 -1.553 1.449 0.755
C -0.677 -2.889 2.493 -0.628
N -1.106 -2.727 3.771 0.074
C -1.071 -3.675 4.732 -0.027
C -0.560 -4.908 4.449 -0.019
C -0.087 -5.136 3.150 -0.010
C -0.140 -4.151 2.193 -0.085
H -1.487 -1.814 3.994 0.150
H -1.464 -3.384 5.694 0.144
H -0.531 -5.671 5.211 0.125
H 0.321 -6.105 2.893 0.130
H 0.223 -4.336 1.194 0.098

***

(5)
18
Properties=species:S:1:pos:R:3:lowdin_charge:R:1 method="wB97M-V/def2-TZVPD" e_above_lowest_kcal_mol=126.0 total_energy_ev=-10369.8395 charge=0 gap_ev=8.372 homo_energy_ha=-0.286
C 0.501 0.197 -2.823 -0.089
N 0.354 -0.026 -1.360 -0.033
C -0.732 0.288 -0.906 -0.203
C -1.115 0.143 0.491 -0.312
C -2.575 0.254 0.832 -0.119
C -0.120 -0.242 1.443 -0.061
N 1.126 -0.615 0.916 -0.031
O 2.351 -0.015 1.668 -0.054
H 0.977 -0.641 -3.405 0.089
H -0.437 0.640 -3.362 0.108
H 1.231 0.846 -3.130 0.023
H -1.582 0.801 -1.512 0.149
H -3.228 -0.371 0.065 0.103
H -2.582 -0.427 1.869 0.117
H -2.824 1.398 1.077 0.109
H -0.365 -0.109 2.476 0.104
H 1.050 -0.546 -0.182 0.061
H 2.830 -0.819 1.652 0.038

***

(6)
18
Properties=species:S:1:pos:R:3:lowdin_charge:R:1 method="wB97M-V/def2-TZVPD" e_above_lowest_kcal_mol=119.1 total_energy_ev=-22767.9118 charge=-1 gap_ev=7.162 homo_energy_ha=-0.134
C -1.143 0.656 -0.970 -0.134
C -1.008 -0.675 -1.701 -0.229
C -0.476 0.836 0.171 -0.111
C 0.748 -1.883 -0.630 -0.335
C 1.347 -0.726 0.017 -0.185
C -0.428 1.685 1.402 -0.111
N -0.296 -1.687 -1.616 0.022
O 2.018 -2.535 1.683 -0.577
O 3.694 -0.827 1.063 -0.577
S 2.354 -1.104 1.609 0.582
H -2.091 1.194 -1.203 0.080
H -1.820 -0.786 -2.325 0.052
H 1.553 -2.280 -1.154 0.089
H 0.398 -2.681 0.174 0.149
H 1.807 0.035 -0.713 0.097
H -0.927 0.919 2.210 0.139
H -1.029 2.543 1.403 0.033
H 0.529 1.771 1.750 0.016

***

(7)
21
Properties=species:S:1:pos:R:3:lowdin_charge:R:1 method="wB97M-V/def2-TZVPD" e_above_lowest_kcal_mol=18.6 total_energy_ev=-19751.9946 charge=+1 gap_ev=9.295 homo_energy_ha=-0.463
C 1.402 0.506 0.193 -0.164
C 1.092 -0.376 -1.009 -0.230
C -0.312 -0.174 -1.591 -0.576
S -0.927 1.490 -1.899 0.741
N 0.999 -0.165 1.468 0.134
H 2.450 0.781 0.296 0.130
H 0.854 1.453 0.142 0.092
H 1.106 -1.423 -0.780 0.095
H 1.917 -0.235 -1.693 0.120
H -1.070 -0.560 -0.902 0.061
H -0.353 -0.858 -2.426 0.078
H 0.001 1.897 -2.779 -0.122
H 1.009 -1.189 1.478 0.111
H 1.565 0.155 2.274 0.173
H 0.144 0.268 1.995 0.094
H -0.366 -3.591 0.636 0.072
H -0.366 -3.262 2.009 0.064
O 0.176 -3.046 1.233 -0.056
H -1.813 0.115 2.392 0.095
H -1.545 1.506 1.886 0.094
O -1.196 0.856 2.516 -0.005

***

(8)
15
Properties=species:S:1:pos:R:3:lowdin_charge:R:1 method="wB97M-V/def2-TZVPD" e_above_lowest_kcal_mol=45.1 total_energy_ev=-8388.5363 charge=-1 gap_ev=7.228 homo_energy_ha=-0.129
C -0.834 2.376 2.063 -0.053
C -1.812 1.332 1.230 -0.831
O -1.643 0.152 1.447 -0.077
O -2.697 1.954 0.662 -0.094
H -1.468 3.257 2.189 0.032
H 0.101 2.506 1.564 0.024
H -0.846 2.156 3.090 0.007
C 1.877 -1.553 -1.241 -0.176
C 0.516 -1.757 -1.739 -0.206
H 2.269 -2.504 -1.008 0.038
H 2.511 -1.635 -2.171 0.090
H 1.969 -0.934 -0.437 0.044
H -0.186 -1.120 -1.223 0.052
H 0.345 -1.458 -2.754 0.041
H -0.101 -2.773 -1.671 0.109

***

(9)
16
Properties=species:S:1:pos:R:3:lowdin_charge:R:1 method="wB97M-V/def2-TZVPD" e_above_lowest_kcal_mol=65.5 total_energy_ev=-9877.2191 charge=0 gap_ev=10.366 smiles="O=CNCCCO" homo_energy_ha=-0.358
O 2.492 1.899 1.221 -0.030
C 1.428 1.251 1.085 -0.314
N 0.484 1.387 0.006 0.040
C -0.749 0.339 0.302 -0.165
C -0.998 -0.193 -1.064 -0.246
C -1.516 -1.656 -1.069 -0.287
O -0.604 -2.518 -0.409 -0.106
H 1.305 0.400 1.836 0.135
H 0.078 2.261 -0.350 0.126
H -1.639 0.861 0.735 0.121
H -0.429 -0.494 0.970 0.096
H -1.719 0.423 -1.672 0.128
H -0.046 -0.358 -1.606 0.118
H -1.661 -2.109 -2.132 0.143
H -2.498 -1.611 -0.388 0.144
H -0.868 -2.574 0.539 0.096